Here is 13 unconnected molecules or ions with the total composition C44H119N9O18 at a distorted geometry from OMol25. Energies are from ωB97M-V with the def2-TZVPD basis set.

Geometry as XYZ:
```
190
Properties=species:S:1:pos:R:3:forces:R:3:lowdin_charge:R:1
C -1.41449 -7.56195 -1.32632 2.855 0.254 0.687 -0.4905
O -1.78499 -7.04848 -0.23995 -0.048 -1.336 -2.851 -0.0399
N -1.01449 -8.92781 -1.39554 -1.392 2.637 0.557 0.1537
N -0.98516 -6.82316 -2.49030 -2.051 -1.169 2.393 0.1559
H -1.13288 -9.48134 -0.57173 -0.062 -0.094 0.131 0.0906
H -0.64672 -9.33767 -2.21942 0.053 -0.206 -0.524 0.0823
H -0.17805 -7.25292 -2.88147 0.484 0.171 -0.515 0.0767
H -1.04788 -5.80269 -2.42465 0.367 -0.583 0.296 0.0532
C -3.65260 -4.98309 1.80767 0.421 0.123 1.653 -0.5287
O -4.40792 -4.18212 2.43067 1.685 -1.928 -1.918 -0.0296
N -2.27254 -4.71069 1.49416 -2.991 -0.777 0.682 0.1495
N -3.96361 -6.33604 1.55194 1.139 2.219 -0.055 0.1420
H -2.06024 -3.73392 1.36075 0.199 -0.223 -0.143 0.0739
H -1.87125 -5.48262 0.96702 0.409 0.937 -0.277 0.0396
H -4.88753 -6.66350 1.73812 -0.217 -0.020 -0.053 0.0897
H -3.31403 -6.80966 0.91956 -0.776 -0.092 0.303 0.0480
C 5.33835 1.43063 2.58355 -1.062 -0.041 0.462 -0.0872
C 6.01134 2.33527 3.58505 3.392 0.274 0.178 -0.2602
O 7.42428 1.82233 3.76518 -1.343 -0.292 -0.196 -0.1224
H 5.42419 1.75261 1.54643 0.128 0.274 0.105 0.0700
H 4.26795 1.37949 2.83971 0.168 -0.094 -0.286 0.0618
H 5.73648 0.41971 2.62305 0.064 -0.016 0.290 0.0765
H 5.67470 2.38950 4.62362 -0.704 -0.391 -0.432 0.1015
H 6.12964 3.37183 3.23617 -0.440 -0.238 -0.033 0.1091
H 8.09672 2.48449 3.62194 -0.152 0.490 -0.098 0.0546
C 0.06817 -1.28221 -6.79050 -1.375 0.536 0.544 -0.0788
C 0.79183 -0.34620 -5.83368 0.962 -1.090 0.043 -0.3258
O 1.38739 0.73518 -6.56847 -0.675 -0.117 0.375 -0.0686
H 0.65815 -1.79924 -7.53582 0.298 0.086 -0.008 0.0720
H -0.72461 -0.69103 -7.27257 0.419 -0.033 -0.332 0.0810
H -0.54242 -1.99889 -6.22317 0.481 -0.155 0.048 0.0560
H 1.56789 -0.88307 -5.25345 -0.056 0.058 -0.415 0.1014
H 0.10655 -0.05319 -5.03323 -0.165 0.596 -0.486 0.0821
H 2.30445 0.84014 -6.31508 0.076 -0.055 0.122 0.0706
C 2.85820 5.51726 -0.12570 0.551 0.046 0.153 -0.0831
C 2.64041 5.18531 -1.58548 0.058 0.814 -1.361 -0.3058
O 1.28801 5.52349 -1.95050 -0.045 -0.299 0.829 -0.0960
H 2.20148 4.95926 0.54339 0.057 -0.001 -0.122 0.0405
H 2.74900 6.58117 0.09871 -0.356 -0.037 -0.322 0.0794
H 3.90382 5.31688 0.14400 -0.211 -0.310 -0.050 0.0801
H 2.90836 4.15601 -1.87765 -0.401 -0.020 0.546 0.0957
H 3.30256 5.79521 -2.23238 -0.018 -0.040 0.502 0.1124
H 1.12669 5.47988 -2.89412 0.372 -0.127 -0.144 0.0758
C -1.39560 -1.86264 5.16980 -0.184 0.521 0.074 -0.0951
C -2.84832 -2.16393 4.91581 -0.497 -0.497 -1.021 -0.3146
O -3.15310 -1.84596 3.53443 -0.311 -0.518 0.712 -0.1246
H -1.21035 -1.70831 6.23477 0.195 -0.288 -0.041 0.0705
H -1.17611 -0.91641 4.67304 0.091 0.077 -0.004 0.0618
H -0.75158 -2.62149 4.73508 0.119 -0.101 0.140 0.0703
H -3.51744 -1.62370 5.59611 0.134 0.138 -0.104 0.1047
H -3.07942 -3.23357 5.01045 0.217 0.117 0.439 0.1101
H -3.76651 -2.56550 3.26957 0.342 0.478 -0.415 0.0317
C 2.20613 4.94812 4.08951 -0.685 -1.954 0.827 -0.0765
C 3.14397 4.17174 5.01181 1.007 1.049 -0.168 -0.3007
O 3.89214 5.02447 5.90042 -0.002 -0.445 -0.236 -0.0840
H 2.59428 5.83163 3.60907 0.263 0.216 0.124 0.0786
H 1.29998 5.10599 4.67764 -0.146 0.645 -0.403 0.0744
H 1.95689 4.18040 3.34422 -0.286 0.498 -0.242 0.0470
H 3.89392 3.69683 4.37674 0.118 -0.022 0.293 0.0738
H 2.63085 3.37577 5.56466 -0.128 0.193 -0.102 0.1188
H 3.31403 5.45119 6.53899 -0.198 -0.107 -0.095 0.0773
C -7.56956 -1.88897 -4.50816 0.585 -0.218 0.174 -0.0972
C -7.00306 -0.57996 -5.00725 -1.008 -0.148 0.247 -0.3030
O -8.18176 0.06806 -5.56636 1.240 0.190 -0.358 -0.0895
H -8.21047 -1.75312 -3.64395 -0.017 -0.047 0.171 0.0677
H -6.74241 -2.57252 -4.28818 -0.251 -0.035 0.250 0.0750
H -8.16476 -2.32062 -5.30799 -0.021 -0.088 -0.065 0.0763
H -6.17103 -0.85167 -5.66713 -0.403 0.587 -0.670 0.1075
H -6.56916 0.03300 -4.20584 -0.186 -0.076 -0.079 0.0782
H -7.94182 0.76970 -6.18925 0.082 -0.191 0.317 0.0829
C -1.01259 5.44511 2.55206 0.424 -1.419 -0.887 -0.1292
O -1.45086 6.68532 2.98660 -0.971 -1.526 1.307 -0.1532
C -1.01399 7.67693 2.16884 0.253 0.804 -0.523 -0.2745
C -1.39090 8.96856 2.79379 -0.454 1.658 -0.204 -0.2147
N -0.87447 10.06141 1.99954 0.830 0.187 -0.515 -0.0789
C -1.00536 11.31998 2.69828 -0.688 -0.822 0.150 -0.2361
C -0.46269 12.42825 1.86829 1.453 -0.445 0.929 -0.2766
O -1.15555 12.45434 0.67985 -0.741 0.393 -1.129 -0.1896
C -0.36221 12.61001 -0.49286 -1.016 -0.184 0.233 -0.0791
H -1.62729 4.97471 1.76565 -0.184 0.515 0.047 0.0792
H -0.97996 4.70272 3.35066 0.034 0.360 0.335 0.0867
H -0.00785 5.53352 2.10181 -0.028 -0.106 0.303 0.0737
H -1.45061 7.60723 1.16479 0.116 -0.093 -0.200 0.1371
H 0.07709 7.60165 2.11071 0.141 0.329 -0.383 0.1259
H -0.97688 9.06093 3.79921 0.045 -0.233 0.027 0.1251
H -2.46630 9.18928 2.85966 -0.225 -1.012 0.365 0.1301
H -1.35589 10.11561 1.10753 -0.008 -0.008 0.121 0.1132
H -0.44842 11.15057 3.62142 -0.098 0.663 0.199 0.1236
H -2.06939 11.54507 2.91400 0.187 -0.038 0.298 0.1286
H 0.58985 12.16901 1.67824 -0.005 0.302 0.082 0.1231
H -0.51493 13.35379 2.44902 -0.032 0.323 -0.287 0.1241
H -0.94877 13.21997 -1.17977 0.278 0.308 0.004 0.0843
H -0.26079 11.63845 -0.98645 0.486 -0.006 0.156 0.0867
H 0.58107 13.06762 -0.21231 0.222 0.023 -0.444 0.0840
C 2.48897 -4.55686 -3.46045 1.262 0.153 -1.159 -0.0707
O 3.35500 -3.47056 -3.05734 -2.473 -0.403 1.247 -0.1940
C 4.07633 -2.90977 -4.08116 1.564 -1.314 -1.824 -0.2814
C 5.10689 -1.93027 -3.59014 0.164 0.473 0.985 -0.2122
N 4.63681 -0.58489 -3.28919 -0.150 0.396 0.553 -0.0660
C 3.94017 -0.46278 -1.96385 0.620 0.011 -1.461 -0.1598
C 2.99983 0.74233 -1.96058 0.218 -1.012 0.939 -0.1955
O 1.71382 0.22613 -2.25205 -0.885 0.376 -1.192 -0.2355
C 0.78212 1.12795 -2.83107 0.274 1.393 0.409 -0.0991
H 3.15403 -5.39712 -3.77441 -0.517 0.311 0.197 0.0974
H 1.87029 -4.28894 -4.33864 0.245 0.132 0.282 0.0888
H 1.81165 -4.89095 -2.68325 0.259 0.319 0.462 0.0614
H 3.53806 -2.45576 -4.93688 -0.581 -0.081 0.517 0.1204
H 4.61313 -3.77792 -4.53598 0.134 0.502 -0.217 0.1251
H 5.96172 -1.89950 -4.26984 -0.213 0.089 -0.241 0.1142
H 5.51725 -2.30922 -2.64225 -0.034 -0.079 -0.213 0.1289
H 4.08736 -0.15838 -4.02741 -0.035 -0.338 -0.007 0.0874
H 4.74129 -0.36255 -1.22522 -0.310 -0.060 0.166 0.1178
H 3.35475 -1.37374 -1.81582 -0.025 0.194 0.547 0.1026
H 3.36165 1.49196 -2.67301 -0.270 0.120 0.050 0.1224
H 2.92879 1.12013 -0.93487 0.250 0.495 -0.166 0.1168
H 0.70989 2.11478 -2.31987 0.332 -0.551 0.299 0.0858
H -0.22831 0.72404 -2.74903 0.212 -0.347 -0.256 0.0895
H 1.04639 1.41838 -3.86137 -0.109 -0.504 0.115 0.0761
C 7.08587 -10.01361 4.24420 -0.725 -0.090 -0.401 -0.1077
O 7.08595 -9.12464 3.14117 0.688 -0.300 -0.195 -0.1850
C 6.01840 -8.22869 3.06877 0.016 1.379 0.431 -0.2534
C 4.65659 -8.86277 3.15623 0.359 -0.514 -0.897 -0.2556
N 3.66506 -7.94445 2.68630 -1.084 0.399 0.238 -0.0631
C 2.29327 -8.49643 2.57096 0.861 0.871 0.763 -0.1886
C 2.02035 -8.86894 1.12803 -1.299 -1.616 1.301 -0.2548
O 2.16514 -7.79946 0.28289 1.455 0.129 -1.167 -0.1770
C 1.41304 -6.68392 0.63177 -0.670 0.760 0.285 -0.1146
H 6.76407 -9.49052 5.15259 0.179 -0.198 0.068 0.0929
H 8.07316 -10.45171 4.35024 0.219 0.329 0.056 0.0836
H 6.41568 -10.86518 4.03593 -0.064 0.270 0.262 0.0863
H 6.09488 -7.68127 2.12203 0.164 -0.418 -0.146 0.1256
H 6.10576 -7.40582 3.81040 0.042 -0.484 0.139 0.1325
H 4.43117 -9.13579 4.18627 -0.094 -0.261 -0.014 0.1195
H 4.74092 -9.76056 2.50652 -0.252 -0.149 0.436 0.1308
H 3.90735 -7.47899 1.81901 0.193 -0.202 0.050 0.1022
H 1.61279 -7.72317 2.94739 -0.074 -0.245 -0.187 0.1014
H 2.21212 -9.31927 3.28438 -0.105 -0.224 -0.340 0.1217
H 0.99911 -9.26449 0.97503 -0.013 -0.049 0.450 0.1149
H 2.67288 -9.71840 0.91303 0.354 0.422 -0.671 0.1247
H 0.67120 -6.90661 1.40472 -0.201 -0.035 -0.341 0.0852
H 0.90775 -6.34747 -0.27009 -0.094 0.297 0.030 0.0698
H 2.02805 -5.88108 1.05144 0.137 0.000 -0.189 0.1020
C -2.16337 4.25623 -1.39528 1.504 -0.287 0.945 -0.1017
O -2.89702 4.25157 -0.18645 -0.153 1.291 -0.515 -0.2061
C -3.60317 3.10468 0.18021 0.644 0.028 0.701 -0.2248
C -4.29939 2.50665 -0.98906 -0.885 -0.266 -1.073 -0.2387
N -5.62410 2.02192 -0.63043 -0.288 -0.174 -0.249 -0.0584
C -6.53204 1.88974 -1.78485 0.952 0.152 0.092 -0.1987
C -7.75149 1.02151 -1.50004 0.536 0.425 -0.967 -0.2262
O -8.86993 1.78540 -1.21837 -1.576 0.614 0.184 -0.1742
C -8.80350 2.39433 0.03026 0.270 0.450 1.107 -0.1234
H -2.59317 3.75212 -2.26394 -0.207 0.097 0.237 0.0753
H -1.18653 3.79295 -1.15290 -0.139 -0.006 -0.513 0.0824
H -1.94814 5.29745 -1.62660 -0.165 0.013 -0.103 0.0895
H -4.30405 3.45768 0.93636 -0.215 -0.106 -0.004 0.1272
H -2.92880 2.40777 0.69846 -0.062 -0.200 -0.181 0.1263
H -3.69208 1.70508 -1.43454 -0.288 -0.076 0.103 0.1251
H -4.37212 3.27952 -1.78390 -0.130 -0.139 0.364 0.1125
H -6.05477 2.68807 0.00444 0.273 -0.149 0.054 0.0809
H -5.96783 1.46461 -2.62615 0.062 -0.162 0.322 0.0985
H -6.83984 2.88457 -2.16438 -0.203 -0.276 0.143 0.1344
H -7.56943 0.33024 -0.68448 0.307 -0.425 0.027 0.1261
H -7.98616 0.53340 -2.44379 -0.155 -0.472 0.162 0.1052
H -9.69186 2.97528 0.29316 -0.159 -0.174 -0.665 0.0899
H -7.96551 3.11502 0.08007 -0.183 -0.262 0.114 0.0781
H -8.71195 1.65604 0.84885 0.301 0.088 -0.276 0.1009
C 1.00592 2.36192 1.39748 -0.660 1.205 -0.674 -0.1102
O 0.74262 1.18735 0.69084 0.093 0.137 -0.235 -0.1785
C 0.52096 0.13065 1.55052 -0.894 -1.289 1.834 -0.2680
C -0.17181 -1.02636 0.85569 1.684 0.244 -1.388 -0.1624
N 0.80869 -1.59876 -0.14317 -1.556 0.233 0.944 -0.0266
C 0.35435 -2.84046 -0.79761 1.667 0.896 0.180 -0.1982
C -0.71557 -2.65326 -1.81817 0.028 0.432 -0.179 -0.2230
O -1.03729 -3.92791 -2.33333 -0.298 -0.242 -0.096 -0.2287
C -1.66011 -3.78290 -3.57501 0.063 0.017 -1.177 -0.1185
H 1.23230 3.09516 0.61705 0.460 0.030 0.329 0.0752
H 1.79125 2.27632 2.15404 0.170 -0.139 -0.196 0.0780
H 0.09934 2.77546 1.87805 0.116 -0.430 0.147 0.0900
H -0.11854 0.40458 2.41857 -0.093 0.347 -0.477 0.1233
H 1.43657 -0.20751 2.05836 0.259 -0.067 -0.469 0.1288
H -1.05605 -0.61600 0.34241 -0.171 -0.324 0.418 0.1180
H -0.39569 -1.78703 1.59815 -0.328 -0.054 -0.002 0.1094
H 0.96461 -0.86709 -0.85182 0.126 -0.613 0.298 0.0707
H 0.06743 -3.63545 -0.10614 0.061 0.234 0.337 0.1110
H 1.28939 -3.14388 -1.29177 -0.474 -0.517 -0.172 0.1039
H -0.32747 -2.00461 -2.62122 -0.023 -0.136 0.010 0.1229
H -1.61354 -2.15541 -1.42304 0.010 -0.197 0.066 0.1327
H -2.39357 -2.97402 -3.54052 -0.109 -0.069 -0.162 0.0966
H -2.12926 -4.70257 -3.92801 -0.188 -0.087 0.518 0.0861
H -0.90392 -3.57602 -4.34959 -0.095 0.379 0.112 0.0799
```
Positions in Å, forces in eV/Å.

Results
* total energy: -3594.60484 hartree
* net charge: 0
* LUMO level: 0.0044 Eh
* energy above the lowest of the compared OMol25 structures with the same formula, charge and spin: 0.0000 eV
* molar mass: 1062.48 Da
* Kohn-Sham gap: 8.677 eV